# 1
This record from the OMol25 dataset describes a single C2H6N2O2 molecule at a distorted geometry. The level of theory is the ωB97M-V functional and the def2-TZVPD basis.

Bonds (Å) are listed after each position.
Geometry (Å):
1 C 0.7559 -0.3916 0.9027  C2 1.486, H7 1.179, H8 1.239, H9 1.157
2 C -0.0859 0.1941 -0.1721  C1 1.486, N3 1.359, N5 1.255
3 N -0.3773 1.4803 -0.5014  C2 1.359, O4 1.487
4 O 0.7936 2.3452 -0.1999  N3 1.487, H10 0.938
5 N -0.5743 -0.6899 -0.9171  C2 1.255, O6 1.646, H11 1.136
6 O -0.8857 -2.2239 -0.4075  N5 1.646, H12 1.188
7 H 1.8119 0.1301 0.9522  C1 1.179
8 H 0.1825 -0.1262 1.9689  C1 1.239
9 H 0.8447 -1.5270 0.6989  C1 1.157
10 H 0.8794 3.1987 -0.5802  O4 0.938
11 H -1.2924 -0.0638 -1.5352  N5 1.136
12 H -2.0525 -2.3259 -0.2094  O6 1.188

Properties
**Max |F|**: 8.291 eV Å⁻¹
**HOMO**: -8.43 eV
**ΔE to the lowest compared entry with this formula, charge and spin**: 181.7 kcal per mole
**HOMO-LUMO gap**: 8.29 eV
**SMILES**: C/C(=N\O)NO

natural (NBO) atomic charge list, values in e, 4 entries: atom 1 (C): -0.701, atom 2 (C): 0.347, atom 3 (N): -0.244, atom 4 (O): -0.643

# 2
This record from the OMol25 dataset describes 2 unconnected molecules or ions with the total composition C2H6N2O2 at a distorted geometry. The level of theory is the ωB97M-V functional and the def2-TZVPD basis.

Bonds (Å) are listed after each position.
Geometry (Å):
1 N 2.1649 -0.6797 1.7192  C2 1.364, H4 1.003, H5 1.008
2 C 0.9442 -0.3843 2.2509  N1 1.364, O3 1.208, H6 1.103
3 O 0.3381 -1.1638 2.9468  C2 1.208
4 H 2.7484 0.0129 1.2879  N1 1.003
5 H 2.4815 -1.6165 1.9155  N1 1.008
6 H 0.5565 0.5837 1.8902  C2 1.103
7 N -1.5438 0.2286 -3.1903  C8 1.357, H10 1.010, H11 1.007
8 C -0.8841 0.6151 -2.0690  N7 1.357, O9 1.213, H12 1.101
9 O -1.2882 1.5051 -1.3504  C8 1.213
10 H -2.2065 0.9266 -3.4968  N7 1.010
11 H -1.0885 -0.3141 -3.9063  N7 1.007
12 H 0.1051 0.1834 -1.8531  C8 1.101

Properties
**Max |F|**: 1.188 eV Å⁻¹
**HOMO**: -10.03 eV
**ΔE to the lowest compared entry with this formula, charge and spin**: 12.7 kcal per mole
**HOMO-LUMO gap**: 10.80 eV
**SMILES**: NC=O.NC=O

natural (NBO) atomic charge list, values in e, 4 entries: atom 1 (N): -0.835, atom 2 (C): 0.522, atom 3 (O): -0.597, atom 4 (H): 0.396

# 3
This record from the OMol25 dataset describes a single C2H6N2O2S molecule at a distorted geometry. The level of theory is the ωB97M-V functional and the def2-TZVPD basis.

Bonds (Å) are listed after each position.
Geometry (Å):
1 O -2.3799 0.2508 -1.6790  C2 1.491, H8 0.894
2 C -1.9821 -0.0022 -0.2651  O1 1.491, C3 1.524, H9 1.159, H10 1.156
3 C -0.5114 -0.1222 0.1143  C2 1.524, N4 1.253, N6 1.394
4 N -0.3211 -1.0234 0.9639  C3 1.253, O5 1.498
5 O 0.7777 -1.1422 1.9755  N4 1.498, H11 1.031
6 N 0.2640 0.9701 -0.2712  C3 1.394, S7 1.831, H12 0.970
7 S 2.0367 0.5420 -0.4397  N6 1.831, H13 1.476
8 H -2.1635 -0.4214 -2.2266  O1 0.894
9 H -2.5176 -0.8458 0.3223  C2 1.159
10 H -2.5400 0.8053 0.3457  C2 1.156
11 H 0.3652 -2.0406 2.2662  O5 1.031
12 H 0.0161 1.5954 -0.9707  N6 0.970
13 H 2.4306 0.4849 0.9816  S7 1.476

Properties
**Max |F|**: 5.915 eV Å⁻¹
**HOMO**: -9.10 eV
**ΔE to the lowest compared entry with this formula, charge and spin**: 107.3 kcal per mole
**HOMO-LUMO gap**: 9.70 eV
**SMILES**: OC/C(=N/O)NS

natural (NBO) atomic charge list, values in e, 4 entries: atom 1 (O): -0.716, atom 2 (C): -0.136, atom 3 (C): 0.318, atom 4 (N): -0.230

# 4
This record from the OMol25 dataset describes 2 unconnected molecules or ions with the total composition C2H6N2O3 at a distorted geometry. The level of theory is the ωB97M-V functional and the def2-TZVPD basis.

Bonds (Å) are listed after each position.
Geometry (Å):
1 N 0.0023 2.0346 -0.1179  C2 1.439, H7 1.038, H8 1.088
2 C -0.2889 0.7747 0.5132  N1 1.439, O3 1.211, N4 1.403
3 O -1.3830 0.2572 0.4750  C2 1.211
4 N 0.9328 0.1492 0.8018  C2 1.403, C5 1.445, H9 1.055
5 C 2.0570 0.1309 -0.1065  N4 1.445, O6 1.277, H10 1.173
6 O 2.4386 -1.0141 -0.5240  C5 1.277
7 H 0.3328 2.8774 0.3903  N1 1.038
8 H -0.4679 1.9583 -1.0963  N1 1.088
9 H 0.6185 -0.8353 1.0134  N4 1.055
10 H 2.4496 1.2152 -0.3195  C5 1.173
11 O -2.9052 -2.0220 -0.7983  H12 1.013, H13 0.921
12 H -2.8424 -2.4451 0.1203  O11 1.013
13 H -2.4490 -1.2589 -0.5562  O11 0.921

Properties
**Max |F|**: 5.903 eV Å⁻¹
**HOMO**: -10.74 eV
**ΔE to the lowest compared entry with this formula, charge and spin**: 54.0 kcal per mole
**HOMO-LUMO gap**: 11.01 eV
**SMILES**: NC(=O)NC=O.O

natural (NBO) atomic charge list, values in e, 4 entries: atom 1 (N): -0.965, atom 2 (C): 0.814, atom 3 (O): -0.594, atom 4 (N): -0.686

# 5
This record from the OMol25 dataset describes 2 unconnected molecules or ions with the total composition C2H6N2O3 at a distorted geometry. The level of theory is the ωB97M-V functional and the def2-TZVPD basis.

Bonds (Å) are listed after each position.
Geometry (Å):
1 N 0.3979 0.4012 1.7213  C2 1.344, H7 1.006, H8 1.006
2 C 1.5884 -0.0594 1.3013  N1 1.344, O3 1.211, N4 1.436
3 O 2.5882 -0.1249 1.9818  C2 1.211
4 N 1.5958 -0.6636 -0.0018  C2 1.436, C5 1.394, H9 1.014
5 C 0.5965 -1.5546 -0.3892  N4 1.394, O6 1.206, H10 1.098
6 O -0.5774 -1.3107 -0.2572  C5 1.206
7 H -0.3909 0.4821 1.1020  N1 1.006
8 H 0.3641 1.0305 2.5050  N1 1.006
9 H 2.5239 -1.0642 -0.0881  N4 1.014
10 H 0.9585 -2.3950 -0.9965  C5 1.098
11 O -3.5919 1.7566 -2.1475  H12 0.968, H13 0.965
12 H -3.0200 0.9983 -2.3364  O11 0.968
13 H -3.0330 2.5036 -2.3945  O11 0.965

Properties
**Max |F|**: 1.688 eV Å⁻¹
**HOMO**: -10.58 eV
**ΔE to the lowest compared entry with this formula, charge and spin**: 14.2 kcal per mole
**HOMO-LUMO gap**: 11.12 eV
**SMILES**: NC(=O)NC=O.O

natural (NBO) atomic charge list, values in e, 4 entries: atom 1 (N): -0.817, atom 2 (C): 0.780, atom 3 (O): -0.614, atom 4 (N): -0.669

# 6
This record from the OMol25 dataset describes 2 unconnected molecules or ions with the total composition C2H6N2O4 at a distorted geometry. The level of theory is the ωB97M-V functional and the def2-TZVPD basis.

Bonds (Å) are listed after each position.
Geometry (Å):
1 C 0.8380 0.5846 0.8913  O8 1.423, H9 1.031, H10 1.116, H11 1.081
2 C -1.0105 -0.5087 -0.2232  N3 1.387, O7 1.394, O8 1.389
3 N -0.6109 -0.1533 -1.5026  C2 1.387, H12 1.049, H13 0.971
4 N -0.4363 -2.5078 -0.1834  O5 1.186, O6 1.202
5 O 0.6861 -2.7784 -0.4556  N4 1.186
6 O -1.2738 -3.2021 0.3277  N4 1.202
7 O -2.3494 -0.8732 -0.0885  C2 1.394, H14 1.084
8 O -0.5084 0.1238 0.9069  C1 1.423, C2 1.389
9 H 1.4396 -0.1779 1.2383  C1 1.031
10 H 0.8401 1.3274 1.7245  C1 1.116
11 H 1.2443 1.0549 0.0064  C1 1.081
12 H 0.4184 -0.1294 -1.7036  N3 1.049
13 H -1.1317 -0.6502 -2.1542  N3 0.971
14 H -2.1943 -1.7626 0.5120  O7 1.084

Properties
**Max |F|**: 4.292 eV Å⁻¹
**HOMO**: -8.87 eV
**ΔE to the lowest compared entry with this formula, charge and spin**: 125.8 kcal per mole
**HOMO-LUMO gap**: 9.49 eV

natural (NBO) atomic charge list, values in e, 4 entries: atom 1 (C): -0.265, atom 2 (C): 0.828, atom 3 (N): -0.827, atom 4 (N): 0.381